Entry from the OMol25 dataset: the ion C3H6NO2 with charge -1 in a non-equilibrium geometry (ωB97M-V/def2-TZVPD).

```
! RIJCOSX wB97M-V def2-TZVPD def2/J DEFGRID3
* xyz -1 1
H 0.230 -1.153 -2.482
H 0.535 -2.706 -1.482
C -0.454 0.830 0.796
C 0.807 -1.672 -1.704
C -0.583 -0.480 -0.037
N 0.754 -0.918 -0.458
O 0.528 0.953 1.554
H -0.941 -1.286 0.556
O -1.323 1.692 0.533
H 1.845 -1.711 -2.049
H 1.379 -0.129 -0.465
H -1.234 -0.241 -0.883
*
```

SMILES ... CNCC(=O)[O-]
E_tot ... -323.1866 hartree
ΔE to the lowest compared entry with this formula, charge and spin ... 19.9 kcal per mole
E_LUMO ... 0.1475 Ha